No. 1
{"formula": "CH3Cl2N3O", "method": "ωB97M-V with the def2-TZVPD basis set", "spin_multiplicity": 3, "e_lumo_ha": [0.0230, -0.0733], "de_lowest_kj_mol": 0.00, "orbital_gap_ev": [8.11, 8.96], "e_homo_ev": [-7.5, -11.0], "max_force_ev_per_a": 4.4, "elements": ["C", "N", "N", "N", "O", "Cl", "Cl", "H", "H", "H"], "coordinates": [[3.257651, 1.297104, 0.919352], [2.311701, -1.503832, -0.398890], [2.109504, 1.111346, 0.852896], [1.313690, -0.812674, -0.147706], [4.409654, 1.456501, 0.891408], [-3.711084, -1.541365, 0.553629], [0.066952, -1.505481, 0.771906], [-3.912780, -2.615806, 0.119157], [3.162150, -0.899642, -0.576291], [1.282517, 1.653065, 0.901347]], "forces_ev_per_angstrom": [[2.6, 1.4, -0.2], [2.6, 0.5, -1.5], [-2.6, -0.2, 0.4], [-2.0, -0.8, -0.3], [0.7, -0.3, 0.2], [0.7, 4.0, 1.6], [-0.3, 0.3, 0.5], [-0.7, -4.0, -1.6], [-0.7, -1.0, 0.7], [-0.4, 0.2, 0.1]]}



No. 2
{"formula": "H19O10", "method": "ωB97M-V with the def2-TZVPD basis set", "spin_multiplicity": 1, "e_lumo_ha": 0.1166, "de_lowest_kj_mol": 202.61, "charge": -1, "orbital_gap_ev": 9.49, "e_homo_ev": -6.3, "max_force_ev_per_a": 3.0, "elements": ["O", "H", "H", "O", "H", "H", "O", "H", "H", "O", "H", "H", "O", "H", "H", "O", "H", "H", "O", "H", "H", "O", "H", "H", "O", "H", "O", "H", "H"], "coordinates": [[-3.273931, 1.772834, -0.456415], [-2.568750, 2.384597, -0.201788], [-2.677912, 1.142864, -0.937503], [1.395873, 0.863140, -2.250062], [0.862573, 1.307275, -2.942355], [0.645017, 0.893739, -1.564286], [1.608302, -1.784096, -3.191899], [1.476673, -0.870216, -3.157271], [0.901631, -2.038764, -2.576965], [-1.406141, 0.050817, 0.709191], [-2.706153, -1.673654, 2.703974], [-1.228199, 1.405586, -2.339164], [-2.925937, -0.688109, 2.762208], [4.198437, 0.437218, -1.673790], [-1.075720, 0.784563, 1.214292], [2.162296, 0.311424, 1.842920], [2.129775, -0.596301, 2.076717], [2.460456, 0.269068, 0.928664], [-0.322819, -2.210362, 0.243629], [-0.922958, -2.307388, -0.487530], [-0.854565, -1.426019, 0.539168], [4.145482, 0.479246, -0.747906], [3.264391, 0.296766, -0.417557], [-2.284287, -0.456969, 2.067443], [-0.832735, 1.280436, -1.506996], [-1.253921, 0.481527, -0.274853], [-0.131565, 0.056700, 3.553304], [0.232367, 0.168105, 2.713536], [-1.017692, -0.334013, 3.371283]], "forces_ev_per_angstrom": [[0.4, -0.2, -0.5], [-0.4, 0.1, 0.0], [-0.9, 0.7, 0.3], [0.2, 0.2, -0.6], [0.8, -0.3, 0.5], [0.2, 0.1, -0.8], [-0.4, -2.7, 0.1], [0.2, 3.0, 0.2], [0.4, -0.4, -0.1], [0.3, 0.9, -1.8], [-1.0, 1.6, 0.6], [-0.8, 0.1, -1.5], [1.1, -2.8, 0.0], [-0.8, -0.2, -1.8], [0.3, 0.5, 0.6], [0.1, 1.1, -0.6], [-0.1, -1.5, 0.6], [-0.3, 0.3, 0.3], [-0.8, 0.3, 0.2], [0.0, -1.1, -1.2], [1.3, 0.2, 0.9], [0.9, 0.2, 2.6], [0.1, 0.0, -1.3], [-0.7, 0.9, -0.7], [-0.3, -0.5, 2.7], [0.0, -0.6, 0.7], [-1.9, -0.7, 1.9], [1.4, 0.4, -2.2], [0.6, 0.4, 0.6]]}



Please write out number 2 again, unchanged.
{"formula": "H19O10", "method": "ωB97M-V with the def2-TZVPD basis set", "spin_multiplicity": 1, "e_lumo_ha": 0.1166, "de_lowest_kj_mol": 202.61, "charge": -1, "orbital_gap_ev": 9.49, "e_homo_ev": -6.3, "max_force_ev_per_a": 3.0, "elements": ["O", "H", "H", "O", "H", "H", "O", "H", "H", "O", "H", "H", "O", "H", "H", "O", "H", "H", "O", "H", "H", "O", "H", "H", "O", "H", "O", "H", "H"], "coordinates": [[-3.273931, 1.772834, -0.456415], [-2.568750, 2.384597, -0.201788], [-2.677912, 1.142864, -0.937503], [1.395873, 0.863140, -2.250062], [0.862573, 1.307275, -2.942355], [0.645017, 0.893739, -1.564286], [1.608302, -1.784096, -3.191899], [1.476673, -0.870216, -3.157271], [0.901631, -2.038764, -2.576965], [-1.406141, 0.050817, 0.709191], [-2.706153, -1.673654, 2.703974], [-1.228199, 1.405586, -2.339164], [-2.925937, -0.688109, 2.762208], [4.198437, 0.437218, -1.673790], [-1.075720, 0.784563, 1.214292], [2.162296, 0.311424, 1.842920], [2.129775, -0.596301, 2.076717], [2.460456, 0.269068, 0.928664], [-0.322819, -2.210362, 0.243629], [-0.922958, -2.307388, -0.487530], [-0.854565, -1.426019, 0.539168], [4.145482, 0.479246, -0.747906], [3.264391, 0.296766, -0.417557], [-2.284287, -0.456969, 2.067443], [-0.832735, 1.280436, -1.506996], [-1.253921, 0.481527, -0.274853], [-0.131565, 0.056700, 3.553304], [0.232367, 0.168105, 2.713536], [-1.017692, -0.334013, 3.371283]], "forces_ev_per_angstrom": [[0.4, -0.2, -0.5], [-0.4, 0.1, 0.0], [-0.9, 0.7, 0.3], [0.2, 0.2, -0.6], [0.8, -0.3, 0.5], [0.2, 0.1, -0.8], [-0.4, -2.7, 0.1], [0.2, 3.0, 0.2], [0.4, -0.4, -0.1], [0.3, 0.9, -1.8], [-1.0, 1.6, 0.6], [-0.8, 0.1, -1.5], [1.1, -2.8, 0.0], [-0.8, -0.2, -1.8], [0.3, 0.5, 0.6], [0.1, 1.1, -0.6], [-0.1, -1.5, 0.6], [-0.3, 0.3, 0.3], [-0.8, 0.3, 0.2], [0.0, -1.1, -1.2], [1.3, 0.2, 0.9], [0.9, 0.2, 2.6], [0.1, 0.0, -1.3], [-0.7, 0.9, -0.7], [-0.3, -0.5, 2.7], [0.0, -0.6, 0.7], [-1.9, -0.7, 1.9], [1.4, 0.4, -2.2], [0.6, 0.4, 0.6]]}